{"formula": "C30H33N2O8RbS", "method": "ωB97M-V/def2-TZVPD", "de_lowest_kcal_mol": 5.1, "charge": -2, "homo_ev": -2.6, "homo_lumo_gap_ev": 6.50, "species": ["Rb", "C", "C", "C", "C", "C", "C", "C", "C", "C", "H", "H", "H", "H", "H", "H", "H", "H", "H", "H", "H", "H", "O", "C", "O", "C", "C", "C", "C", "C", "O", "C", "C", "O", "O", "H", "H", "H", "H", "H", "H", "H", "H", "N", "N", "C", "O", "O", "H", "H", "H", "O", "S", "C", "C", "C", "C", "C", "C", "C", "C", "C", "C", "C", "C", "H", "H", "H", "H", "H", "H", "H", "H", "H", "H"], "coordinates": [[-1.1435, 0.1393, -0.4657], [-0.3065, 3.8359, 1.9100], [-1.2940, 2.7567, 2.2506], [-0.9359, 1.7013, 3.0821], [-1.8106, 0.6524, 3.3357], [-1.3555, -0.5896, 4.0393], [-3.0885, 0.7015, 2.7920], [-3.4747, 1.7430, 1.9611], [-4.8184, 1.7082, 1.2894], [-2.5635, 2.7576, 1.6864], [0.7131, 3.4831, 2.0628], [-0.4471, 4.7275, 2.5300], [-0.3981, 4.1420, 0.8669], [0.0815, 1.6450, 3.4533], [-0.3507, -0.4675, 4.4469], [-1.3514, -1.4201, 3.3290], [-2.0296, -0.8649, 4.8540], [-3.7412, -0.1534, 2.9134], [-5.6129, 2.0661, 1.9519], [-5.0632, 0.6878, 0.9929], [-4.8292, 2.3319, 0.3942], [-2.8301, 3.5371, 0.9782], [-3.1977, -3.3797, 1.7985], [-2.8094, -2.6852, 0.8443], [-2.6657, -1.4366, 0.8219], [-2.5716, -3.3899, -0.5156], [-3.4323, -2.7220, -1.6017], [-3.5957, -3.6560, -2.8088], [-2.2037, -3.5341, -3.4663], [-1.5027, -2.5648, -2.5043], [-2.5887, -1.6907, -2.1321], [-1.1591, -3.2772, -1.1916], [-0.0071, -2.6426, -0.3558], [0.2004, -3.1260, 0.7647], [0.6396, -1.7104, -0.9108], [-2.8559, -4.4375, -0.3932], [-4.3496, -2.2681, -1.2285], [-4.3792, -3.2928, -3.4774], [-3.8441, -4.6741, -2.5053], [-2.2725, -3.0994, -4.4652], [-1.6749, -4.4856, -3.5424], [-0.6824, -1.9855, -2.9209], [-0.7996, -4.2881, -1.4183], [0.1848, 0.1239, -4.5900], [0.5006, 1.5069, -4.7504], [-0.1953, 2.4399, -3.8864], [-0.2213, 3.6108, -4.3059], [-0.6428, 1.9603, -2.8206], [-0.6477, 0.0976, -3.9971], [0.9105, -0.2824, -4.0032], [0.3656, 1.7902, -5.7098], [0.9495, 0.5779, 0.9789], [2.1601, -0.3136, 0.9779], [3.0079, 0.0837, -0.5563], [2.4489, 0.9875, -1.4403], [3.1241, 1.2592, -2.6252], [4.3292, 0.6344, -2.9065], [4.8741, -0.2763, -2.0088], [4.2067, -0.5584, -0.8286], [3.3162, 0.5212, 2.0592], [4.1217, -0.2642, 2.8676], [5.0166, 0.3465, 3.7409], [5.0829, 1.7278, 3.8039], [4.2567, 2.5056, 2.9990], [3.3694, 1.9063, 2.1243], [1.4938, 1.4625, -1.2494], [2.6703, 1.9243, -3.3495], [4.8361, 0.8426, -3.8407], [5.8070, -0.7777, -2.2377], [4.6072, -1.2830, -0.1295], [4.0321, -1.3419, 2.8219], [5.6464, -0.2625, 4.3784], [5.7731, 2.2053, 4.4891], [4.3073, 3.5862, 3.0576], [2.7103, 2.4850, 1.4916]], "forces_ev_per_angstrom": [[-0.69, 1.33, -0.63], [0.11, 0.13, 0.00], [-0.02, -0.06, 0.02], [0.01, 0.01, -0.06], [-0.01, 0.05, -0.04], [0.03, -0.08, 0.12], [0.00, -0.01, -0.06], [0.05, -0.02, -0.04], [-0.14, 0.03, -0.04], [-0.05, 0.08, -0.01], [0.01, -0.02, 0.02], [-0.02, -0.02, 0.00], [-0.02, -0.02, -0.01], [0.01, 0.00, 0.02], [0.02, -0.01, 0.00], [0.00, -0.03, -0.04], [-0.01, 0.01, -0.01], [-0.01, -0.03, 0.01], [0.02, -0.01, 0.01], [0.01, -0.03, 0.01], [0.02, 0.02, 0.01], [-0.01, 0.02, 0.02], [-0.08, -0.16, -0.01], [0.04, -0.10, 0.00], [-0.32, -0.16, 0.35], [0.07, -0.20, -0.02], [-0.19, 0.20, 0.12], [-0.10, -0.04, -0.01], [0.13, -0.02, -0.12], [0.04, 0.13, 0.02], [0.09, -0.26, -0.19], [0.03, -0.20, 0.12], [-0.14, -0.31, 0.12], [-0.01, -0.11, -0.02], [0.53, -0.14, -0.27], [0.02, 0.05, 0.01], [0.01, -0.05, 0.00], [-0.01, -0.01, 0.02], [-0.01, 0.00, 0.01], [0.02, 0.01, 0.03], [-0.01, -0.01, 0.00], [-0.03, -0.04, 0.02], [0.00, 0.05, 0.08], [-0.01, 0.01, 0.10], [-0.10, -0.03, -0.01], [0.22, 0.02, 0.05], [-0.01, 0.10, -0.10], [-0.06, -0.13, 0.22], [0.05, -0.01, -0.08], [-0.02, 0.06, -0.01], [0.00, -0.03, 0.01], [1.10, -0.17, 0.60], [-1.09, 0.15, -0.54], [0.20, -0.07, 0.19], [0.03, 0.00, -0.06], [-0.08, 0.03, -0.11], [0.03, -0.01, -0.01], [-0.01, -0.01, 0.01], [0.01, 0.03, -0.09], [0.27, 0.04, 0.11], [0.03, 0.18, 0.04], [-0.02, -0.12, -0.01], [0.05, 0.03, 0.05], [0.00, 0.13, 0.01], [0.03, -0.08, 0.03], [0.03, -0.09, 0.07], [-0.03, 0.01, 0.01], [0.01, 0.00, -0.02], [0.01, 0.00, 0.01], [0.00, -0.02, 0.03], [0.00, -0.05, -0.01], [0.01, 0.02, 0.01], [0.00, 0.00, 0.00], [0.00, 0.00, 0.00], [-0.03, 0.03, -0.04]]}

=====

{"formula": "C4H8O2", "method": "ωB97M-V/def2-TZVPD", "de_lowest_kcal_mol": 44.0, "homo_ev": -8.2, "smiles": "CO/C=C(\\C)O", "homo_lumo_gap_ev": 9.08, "species": ["C", "O", "C", "C", "C", "O", "H", "H", "H", "H", "H", "H", "H", "H"], "coordinates": [[0.9476, -1.8577, 0.9501], [-0.2049, -1.1551, 0.5368], [-0.1402, 0.2027, 0.7439], [-0.4179, 1.0588, -0.2426], [-0.6895, 0.6596, -1.6642], [-0.5095, 2.4155, -0.0687], [1.2550, -1.5639, 1.9650], [0.6883, -2.9197, 0.9508], [1.7920, -1.6889, 0.2672], [0.0697, 0.5201, 1.7693], [-1.1432, 1.5063, -2.1852], [-1.3669, -0.1973, -1.7073], [0.2339, 0.3885, -2.1868], [-0.5144, 2.6312, 0.8717]], "forces_ev_per_angstrom": [[0.20, -0.16, 0.11], [-0.10, 0.07, -0.09], [-0.07, 0.31, -0.08], [0.02, -0.37, -0.01], [-0.02, 0.00, 0.00], [0.00, 0.08, 0.19], [-0.08, -0.04, -0.15], [0.08, 0.17, -0.01], [-0.14, 0.02, 0.09], [-0.03, 0.00, -0.16], [0.04, -0.15, 0.06], [0.13, 0.11, 0.01], [-0.12, 0.03, 0.09], [0.09, -0.06, -0.06]]}

=====

{"formula": "C7H4N4", "method": "ωB97M-V/def2-TZVPD", "de_lowest_kcal_mol": 38.5, "homo_ev": -9.7, "smiles": "N#Cn1nnc2ccccc21", "homo_lumo_gap_ev": 9.38, "species": ["N", "C", "N", "N", "N", "C", "C", "C", "C", "C", "C", "H", "H", "H", "H"], "coordinates": [[-0.8900, -1.0953, 3.8729], [-0.9493, -0.5799, 2.8563], [-0.6056, 0.2629, 1.8410], [-0.2276, 1.5987, 2.0219], [0.3199, 2.0720, 0.9644], [0.3477, 1.0426, 0.0068], [0.8188, 1.1229, -1.2800], [0.5598, 0.0411, -2.1804], [0.0415, -1.1620, -1.6179], [-0.3282, -1.2191, -0.2742], [-0.2364, -0.1032, 0.5515], [1.2279, 2.0658, -1.5218], [0.8811, 0.0038, -3.2670], [0.0364, -2.1386, -2.1190], [-0.9959, -1.9116, 0.1455]], "forces_ev_per_angstrom": [[-0.73, -1.06, 0.99], [1.43, 2.08, -0.94], [0.02, -0.57, -1.63], [0.42, 0.87, 0.02], [-0.87, -1.77, 1.12], [-0.24, 0.03, 1.20], [-1.16, -1.48, -1.67], [1.15, -0.31, 0.59], [0.53, 0.29, 0.67], [-0.92, 1.08, 0.47], [0.76, 0.88, -1.27], [0.51, 0.72, -0.83], [-0.38, 0.45, 1.61], [-0.34, 0.80, -0.38], [-0.18, -2.00, 0.03]]}

=====

{"formula": "C8H12AlN2O5S3", "method": "ωB97M-V/def2-TZVPD", "charge": 1, "homo_ev": -13.0, "homo_lumo_gap_ev": 9.15, "species": ["Al", "O", "S", "O", "O", "O", "S", "C", "N", "C", "C", "C", "N", "H", "H", "H", "H", "O", "S", "C", "C", "C", "C", "H", "H", "H", "H", "H", "H", "H", "H"], "coordinates": [[-0.3736, -0.2425, -0.2499], [0.6465, -2.2270, -2.8558], [0.4582, -2.0877, -1.4653], [0.7889, -3.1761, -0.5969], [-1.0227, -1.6212, -1.1029], [1.1490, -0.7809, -0.8998], [-0.5031, -0.5068, 2.0107], [0.1654, -2.0980, 2.2172], [-0.6875, -3.1508, 2.2108], [-0.2462, -4.4082, 2.3601], [1.0784, -4.6231, 2.6197], [1.8950, -3.4958, 2.6934], [1.4377, -2.2646, 2.5077], [-1.6522, -2.9737, 1.9636], [-0.9685, -5.2057, 2.2651], [1.4689, -5.6209, 2.7417], [2.9548, -3.5807, 2.9019], [-0.9598, 1.3512, -0.4933], [-1.5958, 2.6017, 0.1811], [-2.0496, 3.6254, -1.2495], [-1.4584, 4.9968, -0.9514], [-0.0373, 4.7126, -0.4696], [-0.1732, 3.6527, 0.6202], [-3.1293, 3.6142, -1.3794], [-1.5628, 3.1488, -2.1013], [-2.0359, 5.4979, -0.1711], [-1.4795, 5.6270, -1.8387], [0.4589, 5.6025, -0.0872], [0.5591, 4.3212, -1.2952], [-0.4171, 4.0861, 1.5907], [0.6935, 3.0016, 0.7268]], "forces_ev_per_angstrom": [[-0.20, -0.11, 1.32], [-0.01, 0.08, -0.42], [-0.01, -0.31, 0.32], [0.07, -0.34, 0.22], [0.27, -0.22, -0.39], [0.13, -0.21, -0.42], [-0.30, 0.42, -0.02], [0.05, -0.03, 0.31], [0.29, 0.03, -0.42], [0.06, -0.27, 0.04], [0.08, 0.03, -0.08], [-0.15, -0.03, -0.05], [0.11, 0.08, -0.15], [-0.08, 0.04, 0.01], [-0.08, 0.06, 0.02], [-0.02, -0.01, 0.01], [-0.01, -0.03, 0.02], [-0.27, 0.88, -0.31], [0.25, -0.02, -0.20], [-0.14, 0.10, 0.06], [0.15, -0.02, 0.07], [-0.08, 0.00, -0.09], [-0.01, 0.12, 0.02], [0.00, -0.09, 0.05], [-0.01, -0.07, 0.02], [0.00, 0.05, -0.03], [-0.04, -0.04, -0.02], [0.01, -0.03, 0.04], [0.03, 0.03, 0.01], [-0.01, -0.03, 0.01], [-0.07, -0.09, 0.08]]}

=====

{"formula": "C37H34BrN6O3S3V", "method": "ωB97M-V/def2-TZVPD", "de_lowest_kcal_mol": 0.0, "multiplicity": 2, "charge": -1, "s2": 0.992, "homo_ev": [-4.3, -4.3], "homo_lumo_gap_ev": [5.79, 5.85], "species": ["V", "C", "C", "N", "N", "C", "S", "S", "C", "C", "C", "C", "C", "C", "C", "C", "C", "C", "C", "C", "C", "O", "H", "H", "H", "H", "H", "H", "H", "H", "H", "H", "H", "H", "H", "H", "O", "C", "C", "C", "C", "C", "C", "C", "O", "N", "N", "C", "C", "Br", "C", "C", "C", "C", "C", "C", "C", "H", "H", "H", "H", "H", "H", "H", "H", "H", "H", "H", "H", "H", "H", "N", "C", "C", "C", "N", "C", "C", "H", "H", "H", "H", "H", "H", "S"], "coordinates": [[0.1951, -0.1326, -0.3447], [1.3912, 3.8449, 0.5860], [1.2880, 2.7126, -0.4159], [0.1665, 1.9419, -0.3970], [-0.6111, 2.3584, -1.4353], [-1.6734, 1.7097, -1.8155], [-1.9510, 0.0779, -1.2704], [-2.7624, 2.6174, -2.9153], [-1.8317, 2.8531, -4.4899], [-1.3910, 1.6493, -5.2693], [-0.5559, 1.8359, -6.4099], [-0.0724, 0.7129, -7.0878], [-0.4192, -0.5738, -6.6928], [-1.2991, -0.7275, -5.6179], [-1.8007, 0.3682, -4.9176], [2.1175, 2.6575, -1.5999], [2.9191, 3.7633, -1.9779], [3.3447, 4.1050, -3.2379], [3.2506, 3.1680, -4.2896], [2.6435, 1.9786, -3.9695], [1.9840, 1.5999, -2.6744], [1.3945, 0.4547, -2.5807], [0.9707, 3.5099, 1.5423], [0.8042, 4.7192, 0.2191], [2.4434, 4.1385, 0.7716], [-0.9808, 3.5155, -4.3069], [-2.5538, 3.4337, -5.1062], [-0.2475, 2.8329, -6.7188], [0.6105, 0.8374, -7.9275], [-0.0251, -1.4533, -7.2194], [-1.6108, -1.7472, -5.2986], [-2.5018, 0.1844, -4.0983], [3.1069, 4.5135, -1.2069], [3.7925, 5.0810, -3.4069], [3.6686, 3.3186, -5.2916], [2.5529, 1.1310, -4.6749], [0.4131, 2.1594, 3.8086], [-0.8332, 2.2366, 4.1137], [-1.3104, 3.0360, 5.1672], [-2.6192, 3.4481, 5.2697], [-3.5612, 2.8849, 4.3913], [-3.1294, 1.9201, 3.4803], [-1.8222, 1.5139, 3.3053], [-1.4750, 0.5020, 2.2790], [-0.1188, 0.5189, 2.1503], [-1.9456, -0.8137, 2.8318], [-1.2119, -1.8496, 2.3572], [-1.2281, -2.9952, 2.9362], [-0.2749, -4.0628, 2.7090], [1.5541, -3.5228, 2.6024], [-0.4899, -5.4160, 2.7554], [-1.7530, -6.0761, 2.5816], [-1.9423, -7.3467, 3.1636], [-3.1564, -7.9768, 3.1085], [-4.2338, -7.3989, 2.3461], [-4.0360, -6.1810, 1.7198], [-2.8202, -5.4794, 1.8392], [0.2688, 1.4032, 2.7681], [-0.5006, 3.3726, 5.8172], [-2.8594, 4.2280, 6.0057], [-4.6276, 3.1428, 4.4506], [-3.8677, 1.4857, 2.8170], [-1.9563, 0.6627, 1.2861], [-2.9873, -0.9161, 2.7832], [-2.0518, -3.1974, 3.6785], [0.3937, -6.0127, 2.8898], [-1.0738, -7.8003, 3.6116], [-3.2733, -8.9101, 3.6604], [-5.1856, -7.9219, 2.2835], [-4.8843, -5.7630, 1.1253], [-2.7033, -4.5235, 1.3262], [6.0989, 0.6366, 1.5534], [4.8470, 0.2940, 1.1600], [3.8185, 0.1741, 2.1195], [2.5532, -0.1638, 1.6738], [2.1758, -0.1772, 0.3867], [3.2310, -0.3588, -0.4907], [4.5192, 0.0106, -0.1825], [6.3765, 0.5296, 2.5193], [6.8545, 0.6106, 0.8798], [4.0362, 0.2585, 3.1639], [1.7565, -0.3250, 2.3828], [2.9659, -0.8026, -1.4727], [5.3161, 0.0613, -0.9326], [0.3966, -2.0895, -0.6339]], "forces_ev_per_angstrom": [[0.57, 0.74, 0.85], [0.76, -0.74, 0.48], [1.27, 0.78, -2.00], [-0.12, -0.38, -0.04], [-1.93, 0.97, -1.54], [1.88, 0.43, 0.50], [-0.69, 0.13, -0.22], [0.10, -0.33, -0.35], [-0.47, 0.60, 0.15], [0.29, -0.03, -0.68], [-0.29, -0.92, 0.91], [0.10, 0.41, -0.09], [-0.38, -0.20, 0.35], [-0.12, -0.91, -0.05], [0.22, -0.34, -0.27], [-1.00, -1.21, -0.24], [0.15, 1.68, 0.17], [0.44, 0.24, 0.66], [-0.80, -1.50, 0.59], [-0.63, -1.57, -0.01], [-0.43, -0.06, 0.17], [0.76, 2.37, 0.59], [-0.09, 0.11, -0.18], [0.30, -0.71, 0.07], [-0.59, 0.02, -0.17], [-0.04, -0.12, 0.11], [0.31, -0.22, 0.42], [-0.08, -0.13, 0.14], [-0.16, 0.08, 0.11], [-0.17, 0.46, 0.26], [0.31, 0.85, -0.29], [0.42, 0.28, -0.21], [-0.18, -0.13, -0.17], [0.07, -0.19, 0.14], [-0.24, 0.08, 0.46], [0.11, 0.74, 0.13], [1.12, -0.19, -0.44], [-1.91, -1.14, -1.11], [1.13, 0.19, -0.01], [-0.45, -0.26, -0.18], [-0.20, 0.31, 0.57], [-0.42, -0.02, -0.10], [-0.55, 2.23, 1.49], [-0.55, 0.21, 0.08], [0.93, -0.70, -1.65], [-0.80, -0.39, -0.44], [1.38, -0.57, 0.69], [-2.29, 0.82, 0.02], [0.16, -1.65, 0.04], [-0.04, 0.11, 0.06], [0.85, 2.38, -0.32], [-1.78, 0.33, -0.52], [0.16, 0.85, -0.56], [-1.37, 0.18, -0.73], [1.30, -0.71, 1.16], [-0.40, 0.53, -0.38], [0.15, -1.07, 0.54], [0.22, -0.60, 0.48], [-0.37, 0.36, -0.03], [-0.18, -0.52, -0.27], [0.56, -0.02, -0.09], [-0.23, -0.08, -0.07], [-0.05, 0.12, 0.66], [1.26, -0.04, 0.24], [0.79, -0.09, -0.44], [0.16, -0.37, -0.11], [0.00, -0.17, 0.40], [-0.18, 0.12, -0.36], [0.18, 0.14, -0.02], [0.94, -0.23, 0.51], [0.14, -0.30, 0.24], [1.06, 0.26, -0.16], [-1.14, -0.01, 0.48], [0.46, -0.78, -1.34], [-0.41, 1.32, 0.41], [2.58, -1.27, -0.29], [-1.05, 0.71, -0.27], [0.47, -0.21, 0.32], [-0.24, 0.06, -0.28], [-0.31, -0.05, 0.24], [-0.05, 0.00, 0.42], [-0.11, 0.23, 0.09], [0.15, 0.85, 0.68], [-0.43, -0.37, 0.14], [-0.28, -1.77, -0.52]]}

=====

{"formula": "C6H10Br2O3", "method": "ωB97M-V/def2-TZVPD", "de_lowest_kcal_mol": 42.9, "homo_ev": -10.0, "smiles": "CCC[C@@H](O)C(=O)C(O)(Br)Br", "homo_lumo_gap_ev": 10.05, "species": ["C", "C", "C", "C", "O", "C", "O", "C", "O", "Br", "Br", "H", "H", "H", "H", "H", "H", "H", "H", "H", "H"], "coordinates": [[1.7711, -0.8740, 0.9261], [0.9676, 0.3753, 0.3930], [-0.1988, -0.0780, -0.3796], [-1.0533, 1.2695, -0.5746], [-0.4402, 2.1934, -1.4365], [-2.5349, 1.0440, -0.8653], [-3.1485, 1.4964, -1.7860], [-3.2865, 0.0644, 0.2029], [-2.4952, -0.1992, 1.2856], [-3.4733, -1.7097, -0.7743], [-5.0992, 0.6997, 0.7102], [1.4343, -1.6856, 0.2586], [2.7959, -0.7623, 0.8805], [1.3792, -1.1204, 1.9463], [1.6989, 1.0587, -0.0653], [0.5863, 0.8468, 1.3750], [-0.6203, -0.8343, 0.1057], [0.1752, -0.4298, -1.3664], [-1.0594, 1.6598, 0.4824], [-0.7263, 1.8753, -2.2988], [-3.0465, -0.1810, 2.1312]], "forces_ev_per_angstrom": [[-3.69, -0.24, -0.22], [2.10, -0.15, 3.68], [1.45, 4.63, -3.90], [-0.28, -1.19, 1.80], [-0.62, -0.84, 0.29], [-0.60, -0.74, 0.44], [0.28, -0.07, 0.20], [0.28, -0.27, -0.83], [-1.36, 0.73, 1.88], [-0.11, 0.72, 0.12], [1.04, -0.15, -0.34], [0.65, -0.15, 0.37], [2.11, 0.16, 0.15], [0.73, 0.06, -0.79], [-0.82, -0.04, -0.20], [0.56, -0.12, -1.59], [-2.31, -2.91, 1.87], [-0.54, 0.12, 0.32], [0.00, 0.14, -1.09], [0.16, 0.45, -0.51], [0.97, -0.15, -1.66]]}

=====

{"formula": "C4H7N", "method": "ωB97M-V/def2-TZVPD", "de_lowest_kcal_mol": 81.7, "homo_ev": -10.6, "homo_lumo_gap_ev": 9.97, "species": ["C", "C", "C", "C", "N", "H", "H", "H", "H", "H", "H", "H"], "coordinates": [[-0.6406, 1.3635, 1.5080], [-0.2096, -0.3996, 0.0942], [1.0978, -0.8601, 0.3514], [-0.5435, 0.2413, -1.2461], [-0.7516, 2.1947, 2.3311], [-1.1260, -0.8368, 0.3924], [1.1724, -1.2446, 1.3825], [1.8821, -0.0955, 0.4136], [1.2035, -1.6310, -0.3919], [0.1147, 1.0691, -1.4215], [-1.5671, 0.6116, -1.1426], [-0.6321, -0.4126, -2.2710]], "forces_ev_per_angstrom": [[0.56, -0.67, -0.08], [-2.93, 3.86, -1.19], [1.62, -0.24, 2.89], [-0.92, -0.68, -1.50], [0.15, -1.57, -1.65], [-0.16, -1.11, 1.16], [-0.18, -0.55, -0.51], [-0.25, -0.07, -1.11], [0.83, -0.49, -0.34], [0.33, 0.38, -0.40], [0.23, 0.24, -0.12], [0.75, 0.91, 2.83]]}

=====

What DFT total energy values result from the calculations? In sequence: -2296.82440; -307.64229; -488.08414; -2234.69982; -6697.09964; -5608.31286; -211.23053 Ha.